Record 1
ORCA calculation (ωB97M-V/def2-TZVPD) on a structure of composition C11H19GdNOP at a distorted geometry.

The HOMO energy (alpha / beta) comes out at -3.2 / -8.8 eV. The multiplicity is 8. The value obtained for the energy above the lowest of the compared OMol25 structures with the same formula, charge and spin is 0.00 kJ/mol. As for the gap between HOMO and LUMO (alpha / beta): 3.7 / 9.0 eV.

Last column: Mulliken charge in e.
Positions of all 34 atoms, in Å:
1 C 0.69 -0.11 -1.85  -0.676
2 C -0.50 0.24 -2.61  -0.547
3 C -0.68 1.65 -2.51  -0.208
4 C 0.28 2.18 -1.59  -0.559
5 C 1.17 1.11 -1.23  -0.364
6 Gd -0.86 0.56 -0.22  0.216
7 P -0.05 -2.28 0.56  -0.209
8 H 0.92 -1.15 -1.73  0.705
9 H -1.12 -0.46 -3.14  0.325
10 H -1.48 2.25 -2.99  0.291
11 H 1.90 1.29 -0.44  0.378
12 H 0.33 3.19 -1.18  0.375
13 H 1.25 -2.50 1.14  0.146
14 H -0.01 -3.43 -0.27  0.114
15 H -0.83 -2.95 1.57  0.134
16 O -0.11 0.71 1.88  -0.358
17 C 0.28 0.59 3.09  0.440
18 C 0.51 1.75 3.98  -0.972
19 C -0.56 1.98 5.05  -0.510
20 C -0.31 1.12 6.30  -0.759
21 C -0.33 -0.36 6.00  -0.541
22 C 0.77 -0.84 5.07  -0.836
23 N 0.56 -0.60 3.59  0.032
24 H 1.45 1.52 4.46  0.417
25 H 0.63 2.66 3.40  0.349
26 H -0.53 3.04 5.35  0.350
27 H -1.58 1.79 4.67  0.320
28 H 0.68 1.38 6.70  0.303
29 H -1.05 1.35 7.07  0.329
30 H -0.20 -0.89 6.94  0.349
31 H -1.30 -0.70 5.63  0.312
32 H 1.75 -0.46 5.44  0.249
33 H 0.81 -1.93 5.16  0.405
34 H 0.38 -1.43 3.00  -0.002

***

Record 2
ORCA calculation (ωB97M-V/def2-TZVPD) on a cluster of 3 separate species, C17H30ClN2O8S3 in total.

The HOMO energy comes out at -11.5 eV. The net charge is +1. As for the gap between HOMO and LUMO: 8.2 eV.

Last column: Mulliken charge in e.
Positions of all 61 atoms, in Å:
1 C -3.23 1.70 -1.02  -0.885
2 C -1.95 2.01 -1.78  -0.393
3 S -0.52 2.32 -0.70  -0.047
4 C 0.52 0.86 -0.99  -1.435
5 C -0.12 -0.33 -0.35  -0.481
6 C 0.10 -0.63 0.98  0.073
7 C -0.52 -1.73 1.55  1.137
8 C -0.32 -2.15 3.00  -1.245
9 N 0.33 -1.21 3.87  -0.302
10 C 1.81 -1.26 3.87  -0.857
11 C -1.38 -2.49 0.76  -0.846
12 C -1.57 -2.17 -0.58  0.094
13 C -2.44 -3.00 -1.49  -1.673
14 C -1.64 -4.25 -1.93  -0.684
15 C -0.72 -3.94 -3.12  -0.421
16 Cl 1.01 -4.17 -2.66  -0.213
17 N -0.94 -1.10 -1.10  0.772
18 H -4.07 1.82 -1.71  0.389
19 H -3.28 0.68 -0.66  0.169
20 H -3.40 2.40 -0.21  0.184
21 H -1.73 1.18 -2.45  0.184
22 H -2.09 2.90 -2.38  0.548
23 H 0.65 0.69 -2.06  0.509
24 H 1.50 1.01 -0.55  0.476
25 H 0.76 0.00 1.55  0.446
26 H -1.33 -2.34 3.38  0.461
27 H 0.23 -3.09 2.96  0.496
28 H 0.00 -0.28 3.69  0.207
29 H 2.23 -0.36 3.42  0.265
30 H 2.17 -2.12 3.32  0.329
31 H 2.16 -1.35 4.89  0.330
32 H -1.91 -3.35 1.15  0.583
33 H -3.34 -3.28 -0.95  0.491
34 H -2.72 -2.40 -2.35  0.489
35 H -2.29 -5.09 -2.12  0.388
36 H -1.01 -4.52 -1.09  0.472
37 H -0.78 -2.91 -3.44  0.231
38 H -0.90 -4.63 -3.93  0.412
39 H -1.08 -0.86 -2.06  0.385
40 C -2.20 4.16 4.45  -0.392
41 C -2.56 4.27 2.98  -0.367
42 O -1.41 3.76 2.30  -0.274
43 S -0.73 2.61 3.17  1.247
44 O -1.17 1.35 2.66  -0.491
45 O 0.65 2.88 3.31  -0.686
46 O -1.48 2.92 4.54  -0.316
47 H -1.53 4.97 4.76  0.321
48 H -3.07 4.13 5.10  0.308
49 H -2.76 5.29 2.67  0.364
50 H -3.42 3.64 2.73  0.262
51 C 4.25 -0.29 -2.78  -0.303
52 C 5.64 0.08 -3.25  -0.411
53 O 5.43 1.20 -4.12  -0.292
54 S 4.20 2.08 -3.59  1.075
55 O 4.69 3.16 -2.81  -0.530
56 O 3.29 2.27 -4.65  -0.541
57 O 3.60 0.98 -2.58  -0.237
58 H 3.70 -0.85 -3.54  0.280
59 H 4.26 -0.85 -1.84  0.319
60 H 6.12 -0.73 -3.80  0.316
61 H 6.28 0.39 -2.43  0.309

***

Record 3
ORCA calculation (ωB97M-V/def2-TZVPD) on a cluster of 11 separate species, C54H62FN11O2P in total.

The HOMO energy comes out at -4.8 eV. The net charge is -1. As for the gap between HOMO and LUMO: 6.9 eV.

Last column: Mulliken charge in e.
Positions of all 131 atoms, in Å:
1 C -3.38 -0.94 0.42  -0.965
2 C -2.92 0.49 0.70  -0.256
3 N -1.59 0.75 0.13  -0.220
4 C -1.30 2.16 0.02  -0.203
5 O -1.66 2.71 -1.20  -0.485
6 P -0.98 4.37 -1.25  -0.235
7 O 0.48 3.60 -0.46  -0.426
8 C 0.19 2.41 0.06  -0.043
9 F 0.65 2.30 1.42  -0.169
10 H -2.72 -1.40 -0.31  0.506
11 H -4.39 -0.95 0.01  -0.109
12 H -3.39 -1.55 1.32  0.213
13 H -3.62 1.18 0.23  0.542
14 H -2.88 0.68 1.78  0.274
15 H -0.90 0.38 0.79  0.196
16 H -1.79 2.71 0.86  0.120
17 H -2.17 4.93 -1.85  0.019
18 H -1.50 4.63 0.07  -0.022
19 H -0.31 5.65 -1.24  0.046
20 H -0.41 4.07 -2.53  -0.115
21 H 0.71 1.59 -0.47  0.266
22 N 3.97 2.79 -2.97  -0.551
23 C 2.75 2.64 -2.46  -0.031
24 C 1.67 2.16 -3.19  -0.014
25 C 1.87 1.81 -4.51  -0.784
26 C 3.14 1.97 -5.06  -0.330
27 C 4.15 2.46 -4.25  -0.461
28 H 2.60 2.95 -1.43  0.423
29 H 0.69 2.08 -2.72  0.425
30 H 1.05 1.44 -5.11  0.450
31 H 3.34 1.72 -6.09  0.446
32 H 5.15 2.59 -4.64  0.378
33 N -5.14 -2.77 -1.84  -0.270
34 C -6.35 -2.92 -1.31  -0.092
35 C -7.47 -3.27 -2.05  -0.682
36 C -7.32 -3.49 -3.42  -0.057
37 C -6.06 -3.36 -3.97  -0.461
38 C -5.00 -3.00 -3.15  -0.355
39 H -6.42 -2.74 -0.25  0.404
40 H -8.43 -3.38 -1.58  0.378
41 H -8.17 -3.75 -4.03  0.380
42 H -5.89 -3.52 -5.03  0.379
43 H -4.00 -2.88 -3.55  0.372
44 N 3.40 -2.43 -7.39  -0.597
45 C 4.61 -2.91 -7.68  -0.198
46 C 5.73 -2.70 -6.88  -0.447
47 C 5.59 -1.95 -5.72  -0.226
48 C 4.33 -1.45 -5.41  -0.328
49 C 3.28 -1.72 -6.27  -0.298
50 H 4.68 -3.49 -8.59  0.343
51 H 6.68 -3.12 -7.17  0.369
52 H 6.43 -1.78 -5.07  0.474
53 H 4.17 -0.86 -4.52  0.491
54 H 2.29 -1.33 -6.06  0.412
55 N -2.09 -1.14 3.48  -0.124
56 C -3.20 -1.33 4.17  0.241
57 C -3.22 -1.45 5.56  -0.729
58 C -2.02 -1.40 6.24  -0.245
59 C -0.85 -1.22 5.52  -0.614
60 C -0.94 -1.08 4.14  -0.369
61 H -4.11 -1.36 3.59  0.047
62 H -4.16 -1.58 6.07  0.406
63 H -1.99 -1.49 7.32  0.392
64 H 0.11 -1.16 6.01  0.412
65 H -0.05 -0.91 3.54  0.541
66 N 7.56 -2.70 -2.94  -0.308
67 C 6.48 -2.96 -2.22  -0.521
68 C 6.49 -3.08 -0.84  -0.148
69 C 7.69 -2.93 -0.17  0.005
70 C 8.84 -2.67 -0.92  -0.618
71 C 8.72 -2.57 -2.29  -0.249
72 H 5.55 -3.07 -2.77  0.410
73 H 5.58 -3.29 -0.30  0.341
74 H 7.74 -3.02 0.91  0.373
75 H 9.80 -2.55 -0.44  0.360
76 H 9.59 -2.36 -2.91  0.345
77 N 1.10 3.80 7.15  -0.624
78 C 1.98 4.02 6.17  -0.320
79 C 1.75 3.66 4.85  -0.484
80 C 0.56 3.03 4.53  0.151
81 C -0.36 2.80 5.54  -0.681
82 C -0.04 3.20 6.82  -0.266
83 H 2.90 4.50 6.46  0.350
84 H 2.49 3.86 4.09  0.462
85 H 0.35 2.74 3.50  0.622
86 H -1.30 2.30 5.33  0.472
87 H -0.74 3.03 7.64  0.358
88 N -5.79 0.56 3.27  -0.299
89 C -6.58 -0.02 2.38  -0.289
90 C -7.31 0.67 1.42  -0.263
91 C -7.20 2.05 1.38  -0.279
92 C -6.38 2.67 2.30  -0.482
93 C -5.69 1.89 3.22  -0.292
94 H -6.63 -1.11 2.42  0.354
95 H -7.93 0.14 0.71  0.373
96 H -7.74 2.62 0.64  0.424
97 H -6.25 3.75 2.30  0.388
98 H -5.02 2.34 3.94  0.365
99 N 5.15 0.57 3.73  -0.558
100 C 3.90 0.89 3.43  -0.597
101 C 3.55 1.67 2.33  0.295
102 C 4.55 2.14 1.51  -0.405
103 C 5.87 1.81 1.81  -0.460
104 C 6.11 1.03 2.93  -0.332
105 H 3.13 0.51 4.10  0.526
106 H 2.51 1.90 2.13  0.363
107 H 4.32 2.75 0.64  0.478
108 H 6.69 2.15 1.19  0.433
109 H 7.13 0.75 3.19  0.361
110 N -9.06 0.95 -2.72  -0.556
111 C -9.16 1.97 -3.57  -0.333
112 C -8.19 2.28 -4.51  -0.222
113 C -7.05 1.49 -4.57  -0.543
114 C -6.94 0.42 -3.70  -0.164
115 C -7.97 0.20 -2.79  -0.074
116 H -10.06 2.58 -3.48  0.366
117 H -8.32 3.13 -5.17  0.371
118 H -6.27 1.70 -5.29  0.393
119 H -6.07 -0.22 -3.70  0.345
120 H -7.90 -0.62 -2.09  0.438
121 N 4.39 -4.05 1.70  -0.605
122 C 4.59 -2.86 2.28  -0.319
123 C 5.42 -2.67 3.38  -0.028
124 C 6.07 -3.77 3.91  -0.664
125 C 5.87 -5.01 3.32  -0.229
126 C 5.03 -5.09 2.22  -0.370
127 H 4.07 -2.02 1.84  0.610
128 H 5.54 -1.68 3.79  0.471
129 H 6.73 -3.67 4.76  0.386
130 H 6.36 -5.90 3.70  0.404
131 H 4.85 -6.05 1.73  0.350

***

Record 4
ORCA calculation (ωB97M-V/def2-TZVPD) on a cluster of 4 separate species, C29H69N3O14P in total at a distorted geometry.

The HOMO energy comes out at -10.2 eV. The net charge is +1. As for the gap between HOMO and LUMO: 6.6 eV.

Last column: Mulliken charge in e.
Positions of all 116 atoms, in Å:
1 C -1.34 -1.17 -1.47  -1.649
2 C -1.83 -0.05 -0.56  0.315
3 C -2.97 0.75 -1.21  -1.369
4 C -2.27 -0.54 0.85  -0.663
5 C -2.87 -1.94 0.80  -1.013
6 N -3.86 -2.28 1.90  0.728
7 C -3.31 -2.08 3.31  -1.386
8 C -3.31 -0.64 3.84  -0.367
9 C -1.91 -0.05 4.09  -0.851
10 C -1.66 0.42 5.52  -1.049
11 C -2.78 1.28 6.12  -0.616
12 N -3.39 2.16 5.10  -0.532
13 C -5.13 -1.54 1.65  -1.613
14 O -5.89 -1.55 2.81  -0.254
15 N -7.17 -0.82 2.49  0.228
16 O -8.06 -1.53 2.53  -0.160
17 P -4.27 -4.07 1.73  0.764
18 O -5.63 -4.31 2.15  -0.591
19 O -3.18 -4.82 2.59  -0.542
20 O -4.01 -4.40 0.21  -0.479
21 H -2.15 -1.77 -1.89  0.338
22 H -0.63 -1.81 -0.94  0.357
23 H -0.79 -0.75 -2.30  0.484
24 H -0.98 0.60 -0.37  0.463
25 H -3.93 0.33 -0.92  0.179
26 H -2.91 0.74 -2.29  0.446
27 H -2.95 1.78 -0.87  0.384
28 H -1.41 -0.52 1.51  0.264
29 H -2.98 0.18 1.25  0.255
30 H -3.42 -2.06 -0.13  0.628
31 H -2.09 -2.69 0.80  0.627
32 H -3.93 -2.71 3.95  0.420
33 H -2.32 -2.51 3.33  0.832
34 H -3.85 0.03 3.18  0.368
35 H -3.87 -0.66 4.77  0.675
36 H -1.14 -0.78 3.84  0.584
37 H -1.74 0.80 3.43  0.323
38 H -0.76 1.02 5.50  0.438
39 H -1.44 -0.43 6.17  0.303
40 H -2.34 1.89 6.90  0.451
41 H -3.53 0.65 6.61  0.262
42 H -4.32 1.83 4.88  0.147
43 H -3.55 3.07 5.51  0.289
44 H -5.65 -2.05 0.83  1.011
45 H -4.90 -0.52 1.32  0.631
46 H -2.27 -4.68 2.29  0.425
47 H -3.13 -4.72 -0.01  0.388
48 C 1.78 2.27 -3.24  -0.864
49 O 2.46 1.10 -2.85  -0.202
50 C 3.36 0.60 -3.83  -0.611
51 C 4.62 0.05 -3.21  -0.336
52 O 5.50 1.03 -2.68  -0.404
53 C 5.15 1.68 -1.47  0.153
54 C 5.25 0.83 -0.23  -0.562
55 O 4.19 -0.12 -0.14  -0.188
56 C 4.59 -1.36 0.38  -0.798
57 H 0.98 2.05 -3.96  0.324
58 H 1.35 2.71 -2.35  0.229
59 H 2.47 3.00 -3.68  0.413
60 H 3.62 1.39 -4.54  0.374
61 H 2.87 -0.21 -4.39  0.367
62 H 5.18 -0.43 -4.01  0.404
63 H 4.39 -0.72 -2.47  0.118
64 H 4.17 2.17 -1.54  0.097
65 H 5.90 2.47 -1.37  -0.058
66 H 5.21 1.49 0.64  0.333
67 H 6.22 0.32 -0.23  0.349
68 H 5.49 -1.73 -0.12  0.350
69 H 3.78 -2.07 0.20  0.212
70 H 4.77 -1.31 1.46  0.343
71 C -8.98 -1.64 -5.92  -0.780
72 O -8.60 -2.26 -4.72  -0.297
73 C -7.23 -2.59 -4.64  -0.776
74 C -6.69 -2.38 -3.24  -0.133
75 O -6.54 -1.02 -2.86  -0.368
76 C -7.70 -0.26 -2.58  -0.513
77 C -8.39 -0.62 -1.28  0.102
78 O -9.09 -1.85 -1.37  -0.332
79 C -8.96 -2.64 -0.21  -0.263
80 H -9.04 -2.36 -6.75  0.326
81 H -9.97 -1.21 -5.77  0.239
82 H -8.29 -0.84 -6.19  0.352
83 H -6.64 -1.99 -5.34  0.358
84 H -7.10 -3.65 -4.90  0.391
85 H -5.67 -2.79 -3.23  0.359
86 H -7.28 -2.94 -2.51  0.141
87 H -8.41 -0.27 -3.41  0.104
88 H -7.34 0.76 -2.47  0.449
89 H -9.10 0.17 -1.03  0.455
90 H -7.63 -0.66 -0.49  -0.209
91 H -7.91 -2.72 0.09  -0.100
92 H -9.32 -3.64 -0.44  0.314
93 H -9.55 -2.24 0.63  0.299
94 C 8.04 4.62 -0.50  -0.880
95 O 8.74 3.43 -0.23  -0.238
96 C 9.50 2.94 -1.33  -0.445
97 C 10.81 2.34 -0.89  -0.395
98 O 11.78 3.28 -0.46  -0.440
99 C 11.60 3.91 0.80  -0.313
100 C 11.84 3.02 2.00  -0.553
101 O 10.78 2.10 2.19  -0.260
102 C 11.19 0.83 2.64  -0.795
103 H 7.15 4.42 -1.12  0.281
104 H 7.71 5.03 0.45  0.249
105 H 8.67 5.36 -1.00  0.386
106 H 9.69 3.75 -2.05  0.390
107 H 8.92 2.16 -1.85  0.273
108 H 11.26 1.88 -1.77  0.400
109 H 10.65 1.56 -0.15  0.150
110 H 10.64 4.41 0.87  0.118
111 H 12.38 4.68 0.83  0.393
112 H 11.92 3.66 2.89  0.379
113 H 12.79 2.49 1.87  0.354
114 H 12.02 0.45 2.03  0.362
115 H 10.35 0.16 2.54  0.225
116 H 11.50 0.85 3.69  0.324

***

Record 5
ORCA calculation (ωB97M-V/def2-TZVPD) on a structure of composition CH3N2O2 at a distorted geometry.

The HOMO energy (alpha / beta) comes out at -2.3 / -3.0 eV. The net charge is -1. The value obtained for the energy above the lowest of the compared OMol25 structures with the same formula, charge and spin is 539.36 kJ/mol. As for the gap between HOMO and LUMO (alpha / beta): 7.1 / 7.9 eV.

Last column: Mulliken charge in e.
Positions of all 8 atoms, in Å:
1 C 0.45 0.15 -0.55  -0.183
2 N 1.33 -0.93 -0.39  -0.430
3 N -1.00 -0.68 0.42  -0.120
4 O -2.13 -0.95 -0.07  -0.543
5 O 2.17 -0.86 0.57  -0.470
6 H 0.60 0.90 0.13  0.342
7 H 0.19 0.59 -1.59  0.225
8 H -0.44 -1.54 0.73  0.180

***

Record 6
ORCA calculation (ωB97M-V/def2-TZVPD) on a cluster of 2 separate species, C3H10N2S in total at a distorted geometry.

Its SMILES is [H]/N=C/N.CSC. The HOMO energy comes out at -8.7 eV. The value obtained for the energy above the lowest of the compared OMol25 structures with the same formula, charge and spin is 81.21 kJ/mol. As for the gap between HOMO and LUMO: 9.5 eV.

Last column: Mulliken charge in e.
Positions of all 16 atoms, in Å:
1 C -1.50 0.48 1.67  -0.856
2 S -1.04 1.00 0.03  -0.085
3 C -2.28 0.07 -0.92  -0.856
4 H -0.57 0.34 2.23  0.292
5 H -1.95 -0.53 1.78  0.279
6 H -2.21 1.14 2.18  0.331
7 H -2.07 0.14 -1.99  0.335
8 H -2.25 -1.00 -0.74  0.278
9 H -3.25 0.49 -0.61  0.293
10 N 2.55 -0.28 -1.57  -0.562
11 C 2.34 -0.61 -0.25  0.250
12 N 3.22 -0.43 0.65  -0.699
13 H 1.73 -0.09 -2.12  0.247
14 H 3.19 0.46 -1.83  0.271
15 H 1.30 -0.90 -0.06  0.244
16 H 2.77 -0.29 1.55  0.239

***

Record 7
ORCA calculation (ωB97M-V/def2-TZVPD) on a cluster of 2 separate species, C5H11NO2 in total at a distorted geometry.

Its SMILES is O=CN1CCCC1.O. The HOMO energy comes out at -9.4 eV. The value obtained for the energy above the lowest of the compared OMol25 structures with the same formula, charge and spin is 249.69 kJ/mol. As for the gap between HOMO and LUMO: 10.0 eV.

Last column: Mulliken charge in e.
Positions of all 19 atoms, in Å:
1 C 0.96 1.33 1.26  -0.123
2 N 0.15 1.00 0.09  0.093
3 C 0.89 0.39 -1.08  -0.547
4 C -0.36 -0.14 -2.06  -0.772
5 C -1.66 0.72 -1.66  -0.549
6 C -1.34 0.84 -0.07  -0.649
7 O 2.10 1.08 1.57  -0.517
8 H 0.34 1.94 1.84  0.401
9 H 1.52 1.15 -1.64  0.335
10 H 1.25 -0.54 -0.75  0.344
11 H -0.66 -1.11 -1.82  0.310
12 H -0.31 -0.20 -3.16  0.388
13 H -2.60 0.21 -1.95  0.345
14 H -1.64 1.75 -2.17  0.283
15 H -1.71 -0.11 0.38  0.272
16 H -1.88 1.64 0.40  0.388
17 H 1.82 -2.60 3.74  0.298
18 H 1.19 -3.89 3.36  0.303
19 O 1.95 -3.48 3.69  -0.601